174
Properties=species:S:1:pos:R:3:forces:R:3:lowdin_charge:R:1 method="wB97M-V/def2-TZVPD" gap_ha=0.3217 max_force_ev_per_a=5.919 homo_ev=-8.5
Mg 16.84803 2.40640 -1.17979 0.2 -0.5 -0.7 0.55
N 13.74837 1.23993 -1.41802 0.9 -0.1 -0.6 -0.58
O 14.86460 1.76106 -1.55445 2.0 0.3 0.2 -0.05
O 13.64369 0.02003 -1.31643 0.0 -1.2 0.0 -0.02
O 12.80696 1.97715 -1.44917 -2.8 1.2 0.1 0.03
N 20.13567 2.96997 -1.54405 3.1 -4.5 -2.2 -0.63
O 20.84025 3.90797 -1.50274 1.6 4.0 0.6 0.06
O 20.63159 1.88369 -1.98904 -1.0 0.0 0.3 -0.05
O 18.97738 2.98944 -1.20006 -4.4 0.6 1.6 -0.06
C 12.53993 -3.40258 -3.60948 0.2 -0.4 0.2 -0.04
C 11.44943 -2.30342 -3.67947 0.6 -1.7 1.3 -0.39
C 10.76612 -1.99523 -2.30878 0.1 -0.6 -1.0 -0.19
O 10.38493 -3.17850 -1.66340 0.1 -0.9 -1.2 -0.18
C 9.63414 -3.01286 -0.52894 -0.6 0.0 1.0 -0.14
N 12.06214 -1.13244 -4.20396 0.3 1.1 -0.5 0.03
H 13.38037 -3.15967 -4.25967 -0.2 0.2 -0.3 0.05
H 12.21438 -4.40462 -3.88883 -0.4 0.1 -0.1 0.07
H 13.00001 -3.56202 -2.63429 -0.2 0.4 0.4 0.06
H 10.68994 -2.65866 -4.37595 -0.2 0.1 0.0 0.14
H 9.89441 -1.42606 -2.63168 -0.3 0.4 0.6 0.11
H 11.40017 -1.45182 -1.60821 0.3 0.6 -0.3 0.11
H 10.24762 -2.68619 0.31071 0.2 0.1 0.3 0.08
H 9.15855 -3.95935 -0.27190 0.2 -0.1 0.0 0.09
H 8.82529 -2.28690 -0.61173 -0.1 0.3 -0.4 0.09
H 12.76050 -0.82058 -3.54432 0.4 0.1 0.3 0.07
H 11.39866 -0.37093 -4.20590 -0.4 0.4 0.0 0.06
C 15.62493 -1.01887 -5.18826 1.0 -0.1 -0.5 -0.03
C 15.11253 -0.30682 -6.47272 0.8 -0.1 0.6 -0.38
C 15.34758 -1.14515 -7.72769 0.6 -0.8 -1.2 -0.18
O 16.68741 -1.62885 -8.01468 -0.8 0.2 0.4 -0.19
C 17.69989 -0.65009 -8.17222 0.0 -0.6 -0.1 -0.11
N 13.71579 0.08814 -6.31889 -0.2 -0.5 -0.4 0.04
H 15.64924 -0.41880 -4.27862 -0.8 0.1 0.0 0.06
H 16.66696 -1.33210 -5.25268 0.4 0.4 -0.7 0.07
H 15.20557 -2.00882 -5.00874 -0.9 0.3 0.0 0.07
H 15.60786 0.64727 -6.65290 0.8 0.0 0.3 0.12
H 15.00472 -0.64363 -8.63269 0.0 0.9 0.0 0.12
H 14.72069 -2.03458 -7.79102 0.1 -0.3 0.8 0.13
H 17.46919 0.11007 -8.91857 -0.5 0.5 0.3 0.09
H 18.57233 -1.13142 -8.61410 0.0 -0.4 0.3 0.09
H 17.98099 -0.27510 -7.18811 0.1 0.6 -0.1 0.08
H 13.24149 -0.12482 -7.18479 -0.3 0.1 -0.3 0.09
H 13.27849 -0.51446 -5.63644 -0.5 -0.4 0.3 0.03
C 19.47459 -3.70235 1.98280 -0.4 0.1 1.1 -0.09
C 19.03296 -3.78619 0.55940 0.8 -0.1 -1.9 -0.40
C 17.51155 -3.45547 0.29956 1.4 -0.4 0.8 -0.20
O 17.26207 -3.44282 -1.07443 -0.8 1.2 -0.8 -0.18
C 15.90868 -3.06177 -1.36069 -0.9 -1.2 0.4 -0.10
N 19.96520 -2.97354 -0.26719 -0.6 1.2 -0.5 0.04
H 20.52261 -3.92577 2.18236 0.0 -0.4 -0.6 0.08
H 18.87404 -4.42123 2.54017 0.0 0.1 0.5 0.08
H 19.38622 -2.70370 2.41059 -0.5 0.1 -0.1 0.08
H 19.21392 -4.80573 0.21896 -0.6 -0.5 0.2 0.13
H 17.19704 -2.54953 0.81767 0.2 0.7 -0.2 0.11
H 16.89151 -4.21237 0.77994 0.1 -0.5 0.1 0.11
H 15.49568 -2.12010 -0.99906 0.9 0.6 0.2 0.08
H 15.25316 -3.78584 -0.87683 -0.1 -0.4 0.2 0.08
H 15.60775 -3.14269 -2.40520 0.9 0.0 -0.2 0.08
H 19.57399 -2.71803 -1.16261 -0.8 0.2 0.1 0.04
H 20.79920 -3.42074 -0.62013 0.2 -0.7 0.9 0.07
C 17.12285 3.50614 -5.18633 0.0 -1.4 -0.2 -0.02
C 16.70150 2.62557 -3.96428 3.3 -0.6 -0.6 -0.32
C 17.72717 1.41047 -3.65075 -1.7 0.7 -0.8 -0.10
O 17.41673 0.88709 -2.33786 0.4 0.3 -1.5 -0.26
C 17.99339 -0.38562 -2.18438 0.2 -0.7 0.6 -0.07
N 16.63388 3.49561 -2.80538 -0.4 0.7 -0.6 0.00
H 17.08488 2.94690 -6.12116 -0.4 -0.1 -0.1 0.07
H 18.16897 3.81207 -5.17446 0.0 0.2 0.7 0.08
H 16.48427 4.38461 -5.27914 -0.1 -0.1 0.1 0.07
H 15.72006 2.17048 -4.09758 0.0 0.1 -0.1 0.12
H 18.79517 1.61731 -3.71929 0.0 0.4 0.1 0.12
H 17.46251 0.63626 -4.37093 0.3 -0.1 -0.1 0.09
H 17.95873 -0.65215 -1.12803 -0.2 -0.1 -0.1 0.08
H 19.04546 -0.43303 -2.46543 0.1 0.4 -0.1 0.11
H 17.44398 -1.12185 -2.77107 -0.1 -0.1 0.0 0.09
H 15.76111 3.93011 -3.06917 -1.5 0.7 1.1 0.04
H 17.24183 4.30193 -2.82434 1.0 -0.3 -0.4 0.11
C 8.97359 3.21682 -2.09476 -1.4 1.2 -0.1 -0.06
C 8.93113 2.12100 -3.14251 1.3 -0.2 1.0 -0.38
C 8.78293 2.69408 -4.53634 0.5 0.7 -1.0 -0.21
O 7.56206 3.41472 -4.62811 -1.0 0.4 -0.5 -0.19
C 7.28016 4.08301 -5.88600 1.1 -1.5 -0.1 -0.07
N 10.17174 1.30954 -2.98410 -0.2 0.3 -0.9 0.05
H 9.90199 3.77280 -1.96415 0.5 -0.7 -0.1 0.05
H 8.58580 2.88211 -1.13263 0.2 0.0 0.1 0.07
H 8.32077 4.01859 -2.43987 -0.5 0.0 0.2 0.08
H 8.12154 1.42427 -2.92516 -0.3 0.2 -0.2 0.14
H 8.99514 1.94925 -5.30334 -1.0 -0.8 -0.1 0.12
H 9.57356 3.37999 -4.84054 0.6 0.6 0.8 0.11
H 8.16293 4.60759 -6.25155 0.1 0.4 0.2 0.08
H 6.40895 4.73757 -5.91155 0.1 -0.1 0.9 0.09
H 7.09397 3.31588 -6.63763 -0.1 -0.2 -0.2 0.08
H 10.92997 1.97636 -3.00736 0.5 0.2 -0.4 0.04
H 10.24355 1.04087 -2.01315 -0.3 -0.4 0.3 0.06
C 16.63254 1.52416 2.72160 0.6 1.8 2.3 -0.05
C 16.39797 2.19610 1.40714 0.6 -0.7 2.0 -0.43
C 16.98077 3.56353 1.25282 -0.8 0.5 0.3 -0.13
O 16.40968 4.00402 -0.01564 1.0 1.8 1.7 -0.22
C 16.75221 5.39926 -0.23449 -0.2 -0.1 -1.3 -0.03
N 17.06218 1.34597 0.49294 0.4 -2.4 -1.7 0.05
H 16.07013 2.06324 3.48396 -0.7 -0.8 0.3 0.09
H 17.62499 1.76550 3.10226 0.6 -0.2 -0.4 0.10
H 16.57575 0.43565 2.72527 -0.6 0.2 0.1 0.09
H 15.32225 2.26140 1.24383 0.0 -0.1 -0.6 0.16
H 18.06861 3.62944 1.23408 0.1 -0.4 -0.3 0.15
H 16.68023 4.15747 2.11596 -0.4 0.5 -0.3 0.14
H 16.28463 5.69731 -1.17291 -0.2 -0.2 0.1 0.07
H 17.81892 5.54624 -0.40362 0.2 -0.3 0.4 0.11
H 16.38753 6.08529 0.53002 -0.1 -0.5 0.3 0.10
H 16.71243 0.41025 0.64196 -1.1 -0.3 -0.7 0.11
H 17.99912 1.08952 0.76946 0.9 1.1 0.2 0.13
C 13.26155 0.49112 3.69532 0.5 -1.5 -0.1 -0.05
C 13.66675 -0.14028 2.35019 -0.7 -0.7 -0.1 -0.44
C 13.41848 -1.66603 2.24215 2.8 0.2 0.3 -0.15
O 14.66312 -2.29260 2.69979 -1.2 -0.4 -0.5 -0.21
C 14.59475 -3.72366 2.74481 0.1 1.0 0.7 -0.11
N 12.84339 0.47598 1.36386 -2.0 0.6 -0.7 0.05
H 13.75191 -0.02952 4.51788 1.4 0.9 0.1 0.08
H 12.29101 0.17242 4.07555 -0.9 0.5 -1.1 0.07
H 13.35320 1.56387 3.52534 0.0 -0.1 0.9 0.08
H 14.66811 0.15925 2.04091 0.3 -0.7 0.6 0.10
H 13.29244 -1.97087 1.20327 -0.1 0.2 -0.2 0.12
H 12.52415 -1.95735 2.79298 0.0 -0.2 0.4 0.12
H 15.56766 -4.02225 3.13516 -0.2 -0.3 0.1 0.08
H 14.42389 -4.23863 1.79944 -0.1 0.3 -0.4 0.07
H 13.77593 -3.96543 3.42244 0.1 -0.5 0.2 0.08
H 11.96631 -0.00594 1.50019 -1.1 0.6 0.2 0.07
H 13.00507 0.16856 0.41546 0.8 -0.1 -0.1 0.02
C 12.03735 5.35435 -3.88882 -1.8 1.1 -1.6 -0.05
C 13.50898 5.59961 -3.73515 -1.5 0.4 -0.2 -0.43
C 13.79181 6.72323 -2.70554 -1.3 -1.2 -2.0 -0.16
O 13.27877 7.85817 -3.38319 0.2 1.4 1.2 -0.17
C 13.08891 9.07461 -2.63505 0.3 0.6 -0.6 -0.09
N 14.01373 4.36847 -3.32991 1.9 -2.4 1.2 0.05
H 11.50785 5.08195 -2.97584 0.1 0.4 0.3 0.07
H 11.77530 4.56907 -4.59788 0.7 -0.6 0.1 0.06
H 11.56954 6.17866 -4.42711 -0.4 0.6 0.7 0.09
H 13.89771 5.78235 -4.73694 0.3 0.7 0.1 0.14
H 14.85662 6.67705 -2.47716 0.1 0.8 0.2 0.11
H 13.16192 6.43529 -1.86386 0.2 0.3 0.5 0.10
H 13.09597 9.91534 -3.32874 0.5 -0.2 -0.5 0.08
H 13.85596 9.29282 -1.89199 0.2 -0.4 0.0 0.08
H 12.12248 9.28730 -2.17801 -0.4 -1.2 0.4 0.08
H 13.43075 3.94926 -2.61962 0.1 0.2 1.1 0.07
H 13.78864 3.67647 -4.03031 0.4 -0.1 -0.8 0.05
C 12.10230 9.36908 2.04088 0.7 -0.9 -0.7 -0.05
C 12.50105 7.86568 2.17707 -2.4 0.6 0.2 -0.45
C 12.33212 6.99822 0.93072 0.4 -0.3 -0.1 -0.18
O 12.06639 5.61975 1.29379 0.7 0.5 0.1 -0.20
C 12.07273 4.68797 0.20349 -0.5 1.3 0.0 -0.08
N 13.73556 7.82079 2.90056 0.3 -0.8 0.1 0.04
H 11.19971 9.59276 1.47219 -0.3 -0.4 0.4 0.07
H 12.88357 9.85260 1.45443 0.3 0.3 0.2 0.06
H 12.09470 9.77217 3.05357 -0.1 0.2 -0.3 0.08
H 11.73924 7.39870 2.80131 0.0 0.2 0.6 0.14
H 13.27241 7.09844 0.38858 0.1 -0.4 -0.6 0.11
H 11.49978 7.34818 0.32012 -0.1 0.2 -0.2 0.13
H 13.02611 4.65694 -0.32395 0.3 -0.4 0.4 0.08
H 11.36463 5.05429 -0.53982 -0.4 -0.1 -0.2 0.07
H 11.71884 3.73145 0.58811 0.5 -0.1 -0.2 0.08
H 13.88187 6.84624 3.12180 0.4 -0.1 0.3 0.07
H 14.52245 8.13829 2.35275 0.1 0.1 -0.2 0.07
C 8.98853 3.45875 2.19718 -1.8 0.2 0.5 -0.18
O 10.12296 3.87321 2.86122 1.8 -0.4 0.0 -0.11
H 9.17137 3.22377 1.14863 -0.2 0.2 -0.1 0.06
H 8.51200 2.59414 2.65920 0.3 -0.2 0.1 0.08
H 8.31722 4.29709 2.38327 -0.9 -0.1 -1.0 0.08
H 10.64756 4.17770 2.11712 0.8 0.6 0.7 0.02
C 13.54978 3.41077 -6.72906 1.1 -0.1 -1.1 -0.16
O 13.38358 2.69266 -5.53675 -0.2 1.7 0.5 -0.16
H 12.79823 3.19323 -7.48798 -0.2 0.2 0.1 0.08
H 13.73754 4.48187 -6.65428 -1.2 0.3 1.0 0.07
H 14.52174 3.25055 -7.19566 0.3 -1.1 -0.2 0.06
H 13.21251 1.76584 -5.71935 0.4 -1.0 -0.6 0.02